#w
The following is a DFT calculation (ωB97M-V/def2-TZVPD) of 9 unconnected molecules or ions with the total composition C31H31F5N4O19.

Values from the calculation:
orbital gap	9.27	eV
HOMO energy	-9.7192	eV
SMILES	O=[N+]([O-])c1ccccc1.O=[N+]([O-])c1ccccc1.O=C1OC[C@@H](F)O1.O=C1OC[C@@H](F)O1.O=C1OC[C@@H](F)O1.O=C1OC[C@@H](F)O1.O=C1OC[C@@H](F)O1.CC#N.CC#N
E_LUMO	-0.45	eV
multiplicity	1

XYZ file:
```
90
C31H31F5N4O19, DFT ωB97M-V/def2-TZVPD
C 1.12161 2.05548 -5.61359
C 1.26625 3.11655 -4.57651
N 1.33040 3.85809 -3.68401
H 0.10276 2.04192 -5.99334
H 1.32256 1.13991 -5.03698
H 1.83697 2.24391 -6.41109
C -2.13112 5.35684 -0.62517
C -2.15191 4.18790 -1.47697
N -2.17398 3.34153 -2.24004
H -1.24513 5.99852 -0.89415
H -1.95730 5.08211 0.42309
H -3.01102 5.92385 -0.65857
C -3.72227 0.71540 -1.98429
C -4.75650 1.79445 -2.07379
O -4.83792 2.40088 -0.82081
C -3.67111 2.08065 -0.17252
O -3.26524 2.66769 0.78313
O -3.13204 1.00632 -0.66020
F -6.00998 1.27313 -2.42843
H -2.88166 0.77607 -2.66375
H -4.10037 -0.34949 -2.01968
H -4.67236 2.56914 -2.83495
C -2.25535 1.06579 3.60587
C -3.03368 -0.21396 3.62974
O -2.08443 -1.18951 3.97629
C -0.88912 -0.69668 3.99974
O 0.07188 -1.32482 4.26231
O -0.92005 0.63984 3.76515
F -3.57962 -0.49707 2.35288
H -2.43881 1.73908 4.48540
H -2.38813 1.67285 2.74813
H -3.87135 -0.24888 4.37774
C 2.21497 2.04627 3.60975
C 1.52131 2.85920 4.66689
O 0.37387 3.31153 3.94800
C 0.46093 3.04764 2.61993
O -0.42077 3.46468 1.88275
O 1.59217 2.47860 2.34145
F 2.33040 3.90121 5.01378
H 1.87739 1.01138 3.83975
H 3.29749 2.23823 3.55689
H 1.23102 2.37717 5.58916
C 2.48067 4.41351 -0.77154
C 3.60923 3.64461 -1.49765
O 4.24207 2.92846 -0.56164
C 3.93659 3.43658 0.69321
O 4.39903 2.96581 1.68511
O 3.01823 4.41083 0.57808
F 4.56016 4.54543 -2.07169
H 1.48375 3.90289 -0.85726
H 2.43652 5.45986 -1.03296
H 3.31257 3.01292 -2.32134
C 0.68087 1.45027 -0.40664
C 0.32504 1.09384 -1.84504
O -0.57263 0.06911 -1.69679
C -0.65273 -0.42715 -0.44835
O -1.18990 -1.44819 -0.18106
O -0.03830 0.42449 0.37050
F 1.38358 0.64349 -2.56440
H 0.28599 2.46424 -0.20936
H 1.75449 1.41978 -0.23116
H -0.14892 1.95063 -2.32035
C 1.59847 -5.64190 2.03097
C 1.69258 -5.16705 0.72535
C 2.02991 -3.82101 0.43001
C 2.02545 -2.96784 1.54270
C 1.88949 -3.38783 2.85184
C 1.76582 -4.72328 3.05393
N 2.37573 -1.52623 1.28862
O 2.54308 -1.17918 0.15138
O 2.32678 -0.77324 2.21627
H 1.38349 -6.68513 2.19572
H 1.46236 -5.87080 -0.07725
H 2.11116 -3.60824 -0.61049
H 1.91425 -2.71941 3.69917
H 1.70321 -5.06601 4.07633
C -1.24397 -6.35440 -0.47344
C -0.73745 -7.25694 -1.43218
C -0.34867 -6.80047 -2.70523
C -0.30276 -5.45853 -2.89129
C -0.89390 -4.53294 -2.06875
C -1.32110 -5.00981 -0.83485
N 0.20498 -4.99617 -4.18666
O 0.62698 -5.83266 -4.94431
O 0.27796 -3.80355 -4.41564
H -1.24985 -6.57628 0.62482
H -0.79946 -8.31340 -1.25482
H -0.01243 -7.46631 -3.48586
H -1.02327 -3.47671 -2.35765
H -1.65588 -4.30949 -0.06732
```

Results of the Mulliken charge analysis, in e, for atoms 1 through 6:
1 C -0.83
2 C 0.51
3 N -0.48
4 H 0.30
5 H 0.19
6 H 0.35

=====

#x
The following is a DFT calculation (ωB97M-V/def2-TZVPD) of 9 unconnected molecules or ions with the total composition C31H31F5N4O19.

Values from the calculation:
orbital gap	8.67	eV
HOMO energy	-9.8006	eV
SMILES	O=[N+]([O-])c1ccccc1.O=[N+]([O-])c1ccccc1.O=C1OC[C@@H](F)O1.O=C1OC[C@@H](F)O1.O=C1OC[C@@H](F)O1.O=C1OC[C@@H](F)O1.O=C1OC[C@@H](F)O1.CC#N.CC#N
E_LUMO	-1.13	eV
multiplicity	1

XYZ file:
```
90
C31H31F5N4O19, DFT ωB97M-V/def2-TZVPD
C 11.67315 13.15589 7.04901
C 12.69131 12.20290 7.37628
N 13.48475 11.40442 7.59460
H 10.89121 12.74265 6.39933
H 12.21529 14.00537 6.57253
H 11.19090 13.51414 7.95542
C 12.35381 11.30075 10.86062
C 12.05876 10.77176 12.19424
N 11.99789 10.40560 13.28144
H 13.33434 10.99471 10.50764
H 12.25912 12.37942 11.01249
H 11.58237 11.00403 10.19860
C 10.40142 9.66431 17.02649
C 11.03831 9.74616 18.39718
O 10.67272 11.02045 18.91509
C 9.76984 11.63740 18.10650
O 9.42007 12.74161 18.31228
O 9.54466 10.84710 17.01074
F 12.43125 9.85975 18.36870
H 9.72294 8.80716 16.86556
H 11.05891 9.66536 16.18303
H 10.73790 8.91859 19.09599
C 16.32522 12.78978 7.18392
C 16.29621 11.62737 8.18946
O 15.43640 12.04330 9.23992
C 14.86850 13.22691 8.88412
O 13.97819 13.72501 9.58770
O 15.32423 13.66829 7.71651
F 17.50871 11.42907 8.83594
H 16.10761 12.50255 6.13032
H 17.27118 13.32222 7.19236
H 15.94217 10.67017 7.86268
C 8.56553 8.35533 12.77601
C 9.16656 6.94771 12.51664
O 9.34624 6.34938 13.80678
C 8.89216 7.19782 14.80554
O 8.92277 6.80381 15.95337
O 8.40279 8.28222 14.24040
F 10.43004 6.93765 12.01258
H 7.59681 8.47487 12.24753
H 9.28453 9.21957 12.70268
H 8.50468 6.29405 11.91063
C 8.28044 14.31791 15.37653
C 8.61542 13.26498 14.31201
O 8.43061 13.88916 13.10720
C 7.78162 15.03783 13.27837
O 7.34422 15.76943 12.44902
O 7.52113 15.26424 14.61094
F 7.65215 12.23969 14.29770
H 9.17747 14.84526 15.77075
H 7.66728 13.91689 16.20150
H 9.63651 12.85341 14.26773
C 13.90545 13.06491 13.88902
C 14.05373 13.88010 15.12294
O 12.71844 14.31152 15.38344
C 12.08993 14.37487 14.18317
O 11.12834 15.04525 13.97814
O 12.71069 13.61261 13.29178
F 14.88296 15.01981 14.92369
H 13.85595 11.96074 13.97578
H 14.72372 13.25866 13.18751
H 14.43248 13.40748 16.04595
C 11.93515 16.57079 10.98461
C 12.56149 16.35855 9.74263
C 11.74933 16.25324 8.62259
C 10.39330 16.38118 8.76469
C 9.79869 16.56138 10.02858
C 10.58851 16.60775 11.16067
N 9.52394 16.22870 7.58720
O 10.03845 15.83443 6.57250
O 8.36837 16.57894 7.74570
H 12.58258 16.75086 11.83167
H 13.63983 16.47034 9.67400
H 12.19135 16.15102 7.63329
H 8.71862 16.57764 10.07419
H 10.11999 16.71778 12.07749
C 7.56675 13.01066 7.10490
C 7.74458 13.17344 8.49077
C 8.23322 12.07092 9.19996
C 8.41003 10.89282 8.53059
C 8.17046 10.69694 7.16228
C 7.81419 11.80816 6.44618
N 8.96294 9.77866 9.26184
O 9.26255 9.98893 10.43597
O 9.00107 8.71675 8.66720
H 7.29791 13.85055 6.47010
H 7.53319 14.06866 9.04279
H 8.42909 12.09365 10.27390
H 8.43576 9.79484 6.71501
H 7.68662 11.78378 5.36982
```

Results of the Mulliken charge analysis, in e, for atoms 1 through 6:
1 C -0.29
2 C 0.28
3 N -0.47
4 H 0.44
5 H 0.27
6 H -0.10

=====

Of them, the most stable is #w and the least stable is #x.

=====

#w
The following is a DFT calculation (ωB97M-V/def2-TZVPD) of C2H3NS2 in the gas phase.

Values from the calculation:
orbital gap	6.93	eV
HOMO energy	-8.9697	eV
SMILES	NC(=S)C=S
E_LUMO	-2.04	eV
multiplicity	1

XYZ file:
```
8
C2H3NS2, DFT ωB97M-V/def2-TZVPD
C 0.40692 0.35222 -0.36984
C -1.13522 0.41923 -0.31498
H 1.75568 -0.94318 0.54383
H 0.05004 -1.20273 1.18440
H -1.27231 1.24142 -1.01271
N 0.71982 -0.80408 0.35017
S 1.54653 1.64413 -0.82350
S -2.07145 -0.70703 0.44262
```

Results of the natural (NBO) charge analysis, in e, for atoms 1 through 6:
1 C 0.08
2 C -0.32
3 H 0.40
4 H 0.43
5 H 0.23
6 N -0.80

=====

#x
The following is a DFT calculation (ωB97M-V/def2-TZVPD) of C2H3NS2 in the gas phase.

Values from the calculation:
orbital gap	7.37	eV
HOMO energy	-8.8882	eV
SMILES	NC(=S)C=S
E_LUMO	-1.52	eV
multiplicity	1

XYZ file:
```
8
C2H3NS2, DFT ωB97M-V/def2-TZVPD
C 0.39253 0.09883 0.37367
C -0.58240 0.09118 -0.72044
H 1.29830 -0.68873 1.93925
H -0.14562 -1.57142 1.53322
H -0.41455 1.01269 -1.40561
N 0.53911 -0.86402 1.29884
S 1.52956 1.31865 0.31476
S -1.74035 -0.93393 -0.88214
```

Results of the natural (NBO) charge analysis, in e, for atoms 1 through 6:
1 C 0.03
2 C -0.39
3 H 0.41
4 H 0.41
5 H 0.24
6 N -0.76

=====

Of them, the most stable is #x and the least stable is #w.

=====

#w
The following is a DFT calculation (ωB97M-V/def2-TZVPD) of a molecular structure, C22H27BaCl4F6N8O3.

Values from the calculation:
orbital gap	5.34	eV
HOMO energy	-3.5885	eV
E_LUMO	1.76	eV
multiplicity	1
charge	-1

XYZ file:
```
71
C22H27BaCl4F6N8O3, DFT ωB97M-V/def2-TZVPD
Ba -0.11660 0.27856 -0.15821
N -0.96408 -1.75195 -1.60581
C -1.37828 -2.99477 -0.94305
C -2.20682 -2.64292 0.28611
N -1.39158 -2.05931 1.35495
C -2.23960 -1.34749 2.31148
C -1.44039 -0.38379 3.17860
N -0.91152 0.68798 2.34122
C -0.55766 -3.06322 2.03587
C 0.95301 -2.80013 2.03397
N 1.59407 -3.21782 0.78488
H -1.80205 -1.23845 -1.87302
H -0.45049 -1.94988 -2.45846
H -0.48636 -3.54634 -0.64444
H -1.98119 -3.63867 -1.59756
H -2.75088 -3.53441 0.64260
H -2.94566 -1.89649 -0.00977
H -2.79725 -2.05579 2.94908
H -2.95452 -0.75447 1.74102
H -0.59906 -0.89956 3.65123
H -2.10386 -0.01306 3.97319
H -0.31815 1.30771 2.87682
H -1.69081 1.22406 1.96704
H -0.72279 -4.05112 1.59534
H -0.86988 -3.12264 3.08629
H 1.38096 -3.39810 2.84483
H 1.12777 -1.74018 2.26431
H 2.58833 -3.33014 0.94074
H 1.53465 -2.45180 0.11784
Cl -4.90397 3.62395 -4.35105
C -4.20934 2.63121 -3.10921
C -5.01865 1.83033 -2.32758
Cl -6.73087 1.77947 -2.60056
C -4.43680 1.06273 -1.30538
Cl -5.43825 0.06386 -0.28666
C -3.06678 1.07177 -1.04359
O -2.49905 0.41598 -0.08300
C -2.20862 1.85568 -1.90992
O -0.93204 1.79694 -1.70132
C -2.82138 2.63941 -2.88957
Cl -1.79152 3.64165 -3.86816
N 2.66962 4.01307 1.05007
C 1.87593 4.51727 0.05473
C 0.81408 3.66708 -0.03817
N 0.94404 2.65807 0.87542
C 2.07960 2.87093 1.50728
C 2.68511 2.01215 2.50815
N 2.09943 1.03417 3.15738
C 3.05453 0.47624 3.95812
C 4.24672 1.11774 3.79563
N 4.00090 2.10287 2.87164
H 3.56244 4.39066 1.30661
H 2.13726 5.40412 -0.49530
H -0.01427 3.67853 -0.72996
H 2.82754 -0.36446 4.59308
H 5.21770 0.97991 4.23799
H 4.69566 2.71797 2.49038
C 4.35761 -0.56667 -0.21760
C 3.12898 -0.30805 -1.11936
O 1.94458 -0.36994 -0.49193
C 3.17020 -1.35077 -2.28159
F 2.09362 -1.25031 -3.08088
F 3.15884 -2.60726 -1.77400
F 4.26454 -1.28074 -3.07741
C 3.33630 1.10306 -1.75130
F 2.30647 1.48021 -2.51283
F 4.46731 1.23403 -2.49658
F 3.46052 2.02031 -0.75904
H 4.33429 -1.59967 0.12416
H 4.26316 0.08941 0.64730
H 5.29635 -0.37512 -0.73825
```

Results of the Mulliken charge analysis, in e, for atoms 1 through 6:
1 Ba 1.56
2 N -0.29
3 C -0.97
4 C -0.61
5 N 1.10
6 C -0.61

=====

#x
The following is a DFT calculation (ωB97M-V/def2-TZVPD) of a molecular structure, C22H27BaCl4F6N8O3.

Values from the calculation:
orbital gap	5.51	eV
HOMO energy	-3.4741	eV
E_LUMO	2.03	eV
multiplicity	1
charge	-1

XYZ file:
```
71
C22H27BaCl4F6N8O3, DFT ωB97M-V/def2-TZVPD
Ba -0.11152 -0.15417 -0.18997
N 2.71749 -0.95990 -0.22373
C 3.48203 0.25465 0.01085
C 3.32459 0.70495 1.46194
N 1.95138 1.03351 1.84119
C 1.55908 0.46194 3.13310
C 1.41787 -1.05457 3.17292
N 0.33521 -1.52413 2.31880
C 1.72407 2.48128 1.88931
C 1.77187 3.17856 0.54068
N 0.73994 2.64045 -0.33539
H 3.04855 -1.74094 0.32782
H 2.69376 -1.25254 -1.19437
H 3.09207 1.02724 -0.65589
H 4.55811 0.15547 -0.19757
H 3.99170 1.56144 1.64107
H 3.69016 -0.10267 2.10376
H 0.58854 0.89630 3.38220
H 2.26971 0.75996 3.92512
H 1.28797 -1.32504 4.23077
H 2.34120 -1.53933 2.84249
H -0.57605 -1.17259 2.60340
H 0.28338 -2.53482 2.30831
H 2.45910 2.96143 2.55998
H 0.72617 2.63559 2.30212
H 2.75196 3.05160 0.06820
H 1.65932 4.25353 0.74030
H 0.68974 3.13330 -1.21757
H -0.16748 2.69765 0.13236
Cl -5.53313 3.35211 3.51292
C -4.59250 2.09259 2.77370
C -5.16255 0.87551 2.47220
Cl -6.83863 0.57913 2.81931
C -4.37684 -0.12850 1.88091
Cl -5.08961 -1.65741 1.44835
C -3.02431 0.04826 1.56944
O -2.30676 -0.86201 1.00180
C -2.42205 1.33633 1.88713
O -1.17629 1.54259 1.59271
C -3.23406 2.30524 2.48007
Cl -2.48975 3.84260 2.83563
N -0.61690 -0.81006 -4.41944
C 0.71296 -0.80828 -4.76030
C 1.25537 0.26711 -4.12562
N 0.30057 0.90662 -3.37131
C -0.79985 0.21972 -3.55239
C -2.06484 0.49961 -2.87383
N -2.17969 1.16119 -1.74691
C -3.51371 1.21166 -1.45436
C -4.22033 0.53118 -2.40131
N -3.27980 0.07647 -3.31013
H -1.19197 -1.63763 -4.44333
H 1.13371 -1.57502 -5.38575
H 2.27172 0.62170 -4.16696
H -3.87724 1.69363 -0.56170
H -5.26848 0.31531 -2.50253
H -3.46017 -0.43453 -4.15539
C -1.43850 -3.72783 -0.65174
C -0.23058 -3.52603 -1.58498
O 0.10555 -2.24211 -1.75083
C -0.58886 -4.15782 -2.96139
F -1.68941 -3.53134 -3.47172
F 0.37170 -4.00569 -3.88681
F -0.90160 -5.46263 -2.93115
C 0.98078 -4.29926 -0.99511
F 0.76603 -5.62010 -0.80185
F 1.30563 -3.79927 0.21223
F 2.09039 -4.20127 -1.75097
H -2.26772 -3.14258 -1.04460
H -1.20677 -3.31043 0.32822
H -1.74071 -4.77143 -0.54226
```

Results of the Mulliken charge analysis, in e, for atoms 1 through 6:
1 Ba 0.86
2 N -0.23
3 C -0.68
4 C -1.17
5 N 0.98
6 C -0.80

=====

Of them, the most stable is #x and the least stable is #w.

=====

#w
The following is a DFT calculation (ωB97M-V/def2-TZVPD) of C3H5P in the gas phase.

Values from the calculation:
orbital gap (alpha / beta)	8.61 / 6.65	eV
HOMO energy (alpha / beta)	-8.0327 / -8.4011	eV
E_LUMO (alpha / beta)	0.58 / -1.75	eV
multiplicity	3

XYZ file:
```
9
C3H5P, DFT ωB97M-V/def2-TZVPD
C -0.56532 0.18914 0.59327
C -1.26340 2.02408 -0.25583
C 0.84061 -0.13783 0.88201
P -1.58691 0.44713 -0.71908
H 1.43327 0.58435 1.36511
H 0.81638 -0.93027 1.57227
H 1.30036 -0.42825 -0.16110
H -1.41604 0.05657 -2.06471
H -2.83678 -0.14159 -0.63407
```

Results of the natural (NBO) charge analysis, in e, for atoms 1 through 6:
1 C -0.29
2 C -0.44
3 C -0.71
4 P 0.83
5 H 0.24
6 H 0.25

=====

#x
The following is a DFT calculation (ωB97M-V/def2-TZVPD) of C3H5P in the gas phase.

Values from the calculation:
orbital gap (alpha / beta)	7.32 / 6.63	eV
HOMO energy (alpha / beta)	-6.2616 / -8.6890	eV
E_LUMO (alpha / beta)	1.06 / -2.06	eV
multiplicity	3

XYZ file:
```
9
C3H5P, DFT ωB97M-V/def2-TZVPD
C 0.38924 0.39209 0.05099
C 1.12159 -1.16297 -0.30133
C -1.03145 0.91545 0.15761
P 2.03264 0.33999 0.33457
H 0.70158 -1.94426 0.41127
H 0.92671 -1.46941 -1.37292
H -1.10206 1.52526 1.00918
H -1.67181 0.12009 0.60973
H -1.36642 1.28378 -0.89910
```

Results of the natural (NBO) charge analysis, in e, for atoms 1 through 6:
1 C -0.30
2 C -0.84
3 C -0.69
4 P 0.63
5 H 0.25
6 H 0.26

=====

#y
The following is a DFT calculation (ωB97M-V/def2-TZVPD) of 2 unconnected molecules or ions with the total composition C3H5P.

Values from the calculation:
orbital gap (alpha / beta)	7.91 / 8.59	eV
HOMO energy (alpha / beta)	-8.3913 / -9.3434	eV
E_LUMO (alpha / beta)	-0.49 / -0.76	eV
multiplicity	3

XYZ file:
```
9
C3H5P, DFT ωB97M-V/def2-TZVPD
C -0.20770 -0.16269 0.82751
C 0.51687 -0.32573 -0.43747
C 0.22342 -1.51180 0.34378
P -0.94889 3.06889 0.64192
H 0.16035 0.03384 -1.43839
H 1.45847 0.23449 -0.33405
H 0.94455 -2.13279 0.92038
H -0.43811 -2.31989 -0.04872
H -1.70896 3.11567 -0.47495
```

Results of the natural (NBO) charge analysis, in e, for atoms 1 through 6:
1 C 0.22
2 C -0.64
3 C -0.63
4 P 0.12
5 H 0.27
6 H 0.26

=====

Of them, the most stable is #x and the least stable is #w.